52
Properties=species:S:1:pos:R:3:forces:R:3 method="wB97M-V/def2-TZVPD" smiles="CCCCCOc1ccc(NC(=O)C(=O)NCCCn2ccnc2)cc1" relative_energy_kj_mol=147.8 lumo_ha=0.019
H -6.0881 0.2904 -5.1741 -0.1 -0.1 0.0
C -5.2962 -0.0828 -5.8254 0.2 0.2 -0.1
H -5.4968 -1.1375 -6.0255 -0.1 -0.1 0.1
N -0.4011 -0.0660 1.9891 0.2 -0.3 0.6
H -5.8065 -0.5894 -3.0118 0.1 0.1 0.0
C -4.7714 -0.3583 -2.7491 0.1 0.0 -0.4
C -3.8268 -0.8105 -3.8662 0.0 0.2 0.2
C 7.0502 -1.0852 4.0310 0.2 -0.1 0.2
C 1.4347 0.6868 3.2729 0.1 0.1 0.1
C -2.3182 -1.3154 1.2740 0.1 0.2 -0.1
H -2.2099 -1.9409 2.1482 0.0 -0.1 0.1
O -4.5563 -1.0627 -1.5425 0.0 -0.2 0.2
H 2.4337 2.2688 2.5761 -0.1 -0.1 0.1
H -4.6893 0.7238 -2.5874 0.0 0.0 0.0
H 4.3814 -0.8532 4.3815 0.0 0.0 -0.1
C -5.3212 0.6944 -7.1363 -0.1 -0.1 0.2
H -4.0424 -2.3517 0.5426 -0.1 -0.1 0.0
H 3.4128 2.7224 4.7804 -0.1 -0.1 0.0
C -3.9452 0.0475 -5.1245 -0.2 -0.3 0.1
C -1.5686 0.5264 -0.0716 0.2 0.0 0.2
C -2.5961 0.2907 -0.9673 -0.4 -0.2 -0.2
C -3.3397 -1.5496 0.3830 -0.1 0.1 -0.2
H 6.0530 -0.4227 1.0605 -0.2 0.1 -0.2
H -2.6795 0.9338 -1.8286 0.0 0.0 -0.1
H -0.8772 1.3340 -0.2465 0.0 0.0 0.0
H 5.4533 1.3841 4.7735 0.0 0.0 0.0
H 4.0750 -0.3937 2.6970 0.1 -0.1 0.1
H -4.5577 0.3227 -7.8160 0.1 0.0 -0.1
C 3.3598 1.6935 4.4133 0.3 -0.1 0.2
C 0.5747 0.8537 2.0144 -0.1 -0.1 -0.1
H -3.1594 -0.2533 -5.8213 0.0 0.1 0.0
H 5.0758 1.8429 3.1095 0.1 0.0 0.0
C 4.7458 1.2360 3.9558 -0.3 -0.2 0.1
H 6.8918 -1.1699 5.0865 -0.1 0.0 0.2
N 7.8473 -1.0841 1.9488 0.2 0.0 -0.6
H -6.2895 0.5959 -7.6211 -0.1 0.1 -0.1
H -5.1336 1.7508 -6.9568 0.0 0.1 0.0
O 0.8189 1.7282 1.1993 -0.1 0.0 0.0
O 1.2275 -0.2049 4.0797 0.0 -0.1 0.1
C 8.1421 -1.3326 3.2511 -0.1 0.0 0.3
H -3.7723 1.0956 -4.8675 0.1 0.1 0.0
H -2.7999 -0.7650 -3.4960 0.0 -0.1 0.0
H 9.1154 -1.6736 3.5410 0.2 -0.1 0.2
N 6.0601 -0.6809 3.1794 0.2 -0.2 -0.1
C -3.4966 -0.7485 -0.7523 0.2 0.0 0.2
N 2.3870 1.6202 3.3535 0.0 0.3 -0.3
H 2.9975 1.0445 5.2153 0.0 0.2 0.0
C 4.7434 -0.2426 3.5490 -0.3 0.5 0.2
H -0.3829 -0.6928 2.7921 0.1 0.2 -0.2
C -1.4198 -0.2715 1.0555 -0.3 0.2 -0.5
H -4.0428 -1.8535 -4.1056 0.0 -0.1 0.0
C 6.6037 -0.6947 1.9393 -0.1 0.0 -0.1



53
Properties=species:S:1:pos:R:3:forces:R:3 method="wB97M-V/def2-TZVPD" smiles="CCCCN(C(=O)/C=C/c1ccco1)c1c(N)n(CC(C)C)c(=O)[nH]c1=O" relative_energy_kj_mol=222.0 lumo_ha=0.005
C -1.4838 -0.3869 1.4865 0.2 0.4 -0.4
O 4.8509 -2.2526 -0.0698 -0.2 -0.3 -0.4
N -1.1071 -1.8569 -0.4712 -0.2 0.5 0.1
H -4.8516 -1.0789 -1.0833 0.1 0.1 0.0
C 3.6494 -1.8615 0.4202 -0.1 0.8 1.0
H -2.5929 -1.7137 -1.9422 0.0 -0.1 0.0
H -0.2993 -0.6183 -2.2770 0.0 0.0 0.0
C 5.2428 -0.9054 1.6564 0.4 -0.3 -0.4
C 1.4615 2.8499 -0.9719 -0.1 0.1 0.1
O 0.1270 -3.5665 -1.2952 0.1 -0.1 -0.1
C -1.1128 -0.5603 0.1068 0.2 -0.2 -0.1
H -6.0690 -2.1311 0.8368 -0.1 -0.1 0.0
H 1.7829 2.0020 -1.5894 0.0 0.0 0.0
H 1.6833 4.9961 -1.0170 0.0 0.1 0.1
H 3.0928 -0.5545 2.0921 -0.2 0.1 0.1
H 6.8191 -1.8856 0.4258 0.1 -0.1 -0.1
H -6.0487 -0.3715 0.9790 -0.1 0.0 0.1
H -0.5339 2.9318 -1.8669 0.0 0.0 0.0
H 1.4849 4.2683 -2.6124 0.0 0.1 -0.1
O -1.7874 -1.2461 2.2850 -0.1 -0.2 0.1
H -2.0624 -3.3472 -1.4761 -0.1 0.2 0.0
H -3.1066 -2.6277 0.8837 0.0 -0.1 0.0
H 0.1787 1.0126 -2.4445 0.0 0.0 0.0
H -3.7466 -0.3101 0.0561 0.0 0.0 -0.1
H 1.8376 1.7132 0.8355 0.0 -0.1 0.1
C 1.9419 4.1390 -1.6335 -0.1 -0.3 0.0
C 5.7980 -1.6772 0.6777 0.3 0.5 0.7
H -4.1197 -3.3026 -0.3917 0.0 0.0 0.0
C 2.4623 -2.3431 -0.2202 -0.5 -0.1 -0.3
C -0.0739 2.8884 -0.8761 0.3 0.3 -0.2
H -4.9514 -1.3514 1.9571 0.0 0.0 0.1
C -2.3231 -2.3573 -1.0948 -0.2 -0.5 0.0
C 2.0834 2.6853 0.4124 -0.1 -0.1 -0.2
H -1.7378 1.1401 2.8419 0.1 0.0 -0.2
O -1.0274 3.1578 1.6377 0.0 0.3 0.2
H 3.1661 2.7592 0.3487 0.1 0.0 0.0
C 0.0544 -2.5667 -0.6004 0.1 -0.2 -0.2
C -0.6940 0.5075 -0.6547 -0.3 -0.5 0.2
H 3.0212 4.1195 -1.7592 0.1 0.0 0.0
C -1.0405 2.0415 1.1739 -0.1 -0.1 0.0
C 3.8484 -1.0201 1.4936 -0.2 -0.5 -0.6
H 1.7185 3.4568 1.0856 0.0 0.1 0.1
H 5.7619 -0.3321 2.3968 0.2 0.1 0.1
N -0.3935 0.3371 -1.9713 0.1 0.2 0.1
H -0.3646 3.7849 -0.3223 0.0 -0.1 -0.2
H 1.0160 -1.3602 0.9642 0.1 0.1 0.1
C -3.4980 -2.4483 -0.1181 0.0 0.3 -0.2
C -4.3689 -1.1925 -0.1086 -0.1 -0.2 0.3
C -5.4279 -1.2647 0.9836 0.1 0.1 -0.2
N -1.4546 0.9554 1.8857 -0.2 -0.1 0.5
C 1.2122 -2.0122 0.1283 0.6 -0.1 0.1
H 2.6121 -3.0153 -1.0551 -0.1 -0.1 -0.1
N -0.6299 1.7721 -0.1284 0.0 0.0 -0.2



55
Properties=species:S:1:pos:R:3:forces:R:3 method="wB97M-V/def2-TZVPD" total_charge=+1 lumo_ha=-0.139
C 1.7137 -1.9245 0.1935 0.0 -0.4 0.0
C -0.8150 -3.4080 0.7182 0.3 -0.4 0.1
C 0.7087 2.4154 2.2087 0.2 0.3 -0.1
H 3.3516 -3.3088 0.1679 0.0 0.0 -0.1
C 0.4873 2.2480 4.5868 0.0 0.1 -0.2
S -0.5229 3.5907 2.4970 -0.3 0.1 -0.2
H -4.5732 0.9935 2.4078 0.0 0.1 0.0
C 2.4766 -1.3290 -2.4278 0.0 0.1 0.0
Se -1.4453 -1.9956 4.6345 0.2 -0.1 -0.4
H -1.3744 3.3740 4.7314 0.0 0.0 0.1
C -2.7995 3.4524 -0.8036 0.1 0.6 0.0
C -1.2710 -0.8125 3.2866 -0.1 -0.1 0.4
H 0.8412 -1.4784 2.0665 -0.3 0.3 0.4
Pd -0.4567 0.1529 0.2312 1.4 -0.6 0.8
C 1.3185 -2.3096 1.5843 -0.1 -0.1 -0.3
H 1.4677 -4.8621 0.5498 0.0 0.1 0.0
H -0.4631 -3.6236 -0.2858 0.1 0.0 0.0
C -0.3800 3.4819 4.3121 0.1 -0.1 -0.2
N -2.0739 2.3843 -1.1611 0.2 0.5 -0.2
H 0.3034 -5.5909 1.6759 -0.1 0.0 0.0
H -1.2420 -2.4302 0.7381 -0.3 0.7 0.1
C -2.3458 1.1218 -0.7623 -1.5 -0.6 -0.9
C 1.0265 -4.7924 1.5405 0.0 0.0 0.1
H -0.0757 -3.4014 2.6294 0.1 0.0 -0.3
H -1.3670 4.9840 -1.2350 -0.1 0.0 0.0
H -1.3050 2.4958 -1.7949 0.3 0.0 -0.4
H -4.4431 4.0794 0.4031 0.1 -0.1 -0.1
H -1.5590 -4.1393 1.0238 0.1 0.0 0.0
C 3.1657 -2.3032 -1.7190 0.0 -0.1 0.1
S 1.2856 1.9967 0.6785 -0.3 -0.2 0.0
N 0.3346 -3.4803 1.6738 -0.1 0.1 0.2
C -3.9808 1.9780 0.6199 0.2 -0.6 0.2
H -5.3307 2.6049 2.1816 0.1 -0.1 0.0
H 0.9197 0.1270 -2.3801 -0.1 0.1 -0.1
H 3.9879 -2.8431 -2.1775 -0.1 0.1 0.1
H -3.0229 5.5708 -0.9777 0.0 0.0 0.0
H -2.5966 4.7516 -2.4879 0.0 0.0 0.1
C -4.9925 1.6953 1.6845 0.0 -0.1 -0.1
H -0.1227 1.3982 4.8760 -0.1 -0.2 0.0
S -1.7532 -0.1989 -1.7004 0.3 -0.1 0.2
H -5.8609 1.2067 1.2281 0.1 0.0 0.0
C 1.4318 -0.6376 -1.8245 0.5 -0.3 -0.2
C 2.7892 -2.5819 -0.4122 0.1 0.0 -0.2
C -2.4271 4.7696 -1.4079 0.1 -0.1 0.0
C -3.8144 3.2540 0.0903 -0.2 0.4 0.0
H 1.8025 -4.8707 2.2977 0.0 0.0 0.0
H 1.8303 1.1705 3.2900 0.1 0.0 0.0
C 1.0548 -0.9385 -0.5263 -1.0 0.9 -0.4
N -1.1236 -0.0311 2.4363 0.0 0.1 -0.2
H 0.0711 4.4005 4.6728 0.0 0.0 0.0
H 2.1838 -2.6062 2.1676 0.1 -0.1 0.1
N -3.2638 0.9370 0.1749 -0.4 0.2 0.5
H 2.7540 -1.0941 -3.4514 0.0 0.0 0.1
N 1.1900 1.9478 3.3352 -0.1 -0.4 0.6
H 1.2071 2.4433 5.3738 0.1 0.0 0.1



66
Properties=species:S:1:pos:R:3:forces:R:3 method="wB97M-V/def2-TZVPD" lumo_ha=-0.048
C -1.3208 -3.6056 -2.0689 -1.0 -0.9 0.5
H -0.1695 4.7198 1.0491 0.0 0.1 0.1
N 1.8108 3.5670 0.6294 0.6 -0.2 0.0
C 0.6261 1.2269 0.4442 0.9 -0.6 -0.7
C -0.9021 4.0419 0.6235 -0.2 0.8 0.1
H -1.6404 2.0797 -0.8143 -0.1 -0.2 0.3
C 0.4108 1.3784 -1.1106 -0.6 0.2 -0.2
H 3.3963 4.8054 1.2022 0.2 0.1 0.0
I 2.0989 2.1834 -2.2281 0.0 0.0 0.0
I -2.7999 4.7173 2.7580 0.2 -0.1 -0.1
H 2.5126 1.8314 1.3865 0.1 -0.4 -0.2
H -0.4878 -2.3329 1.6860 -0.2 0.1 0.0
F -1.7845 -3.0392 0.1720 0.2 0.0 0.2
F 0.9787 -1.9459 2.7783 0.1 0.5 0.1
F 0.5776 -1.6549 -1.8868 0.2 -0.2 0.5
C -0.7161 0.9335 1.1994 -0.6 -0.5 0.2
C 3.4923 -1.5969 -1.6779 0.2 0.1 0.5
F -7.2221 -5.3122 -0.4173 0.0 0.0 0.0
C 2.3928 4.5325 1.5287 0.5 0.0 -0.6
N 0.1795 -1.5507 1.7395 -0.5 -1.2 -0.3
C 0.0103 -1.8265 -0.6682 -0.7 -0.1 -1.0
F -0.0220 -4.2221 -0.2219 0.4 0.1 -0.1
C -1.0098 3.0873 -2.5261 -0.5 -0.2 0.3
H 2.3451 0.1253 -0.2013 0.1 -0.3 -0.3
H 2.0477 -0.0462 1.4680 0.1 -0.1 0.2
F -1.9900 -2.5879 -2.6270 0.6 -0.7 0.2
C -0.9697 1.8456 -1.6297 0.2 1.0 -0.4
I 2.3024 -4.2459 1.6153 0.1 -0.1 0.1
C 0.9859 -1.4959 0.4606 1.6 0.6 0.2
F -0.3394 -4.0492 -2.8819 -0.8 0.4 0.5
C 2.2956 -2.3686 0.5157 -0.1 -0.9 -0.5
C 1.5353 2.2627 1.1711 -0.2 0.9 0.6
C -1.5994 3.3171 1.7225 0.2 0.1 -0.5
H -0.4941 3.9267 -2.0776 0.3 0.2 -0.1
H -1.6087 4.6864 0.1138 -0.3 0.0 -0.2
C -1.5086 2.0155 1.9741 -0.5 0.2 1.0
Al -5.6455 -5.1369 -0.9897 0.0 0.0 0.0
I -2.8903 1.3726 3.5043 0.2 -0.4 -0.4
H 4.0388 -2.0033 -2.5165 0.0 -0.1 -0.4
C -0.5912 -0.2721 2.1993 0.2 1.8 0.3
H -2.0482 3.3922 -2.6057 -0.2 0.0 -0.2
H 1.0917 2.3988 2.1708 -0.2 0.0 0.1
H -0.6428 2.8886 -3.5211 0.3 0.1 -0.2
H -0.4114 3.4368 -0.1169 -0.2 -0.2 0.2
H 0.7906 0.6108 3.2210 0.1 0.2 0.0
F -4.7193 -6.4989 -0.5937 0.1 0.1 0.0
H 3.0483 -1.8142 1.0497 0.0 0.3 0.3
H 4.2279 -1.0594 -1.0827 0.1 0.2 0.1
F -1.0102 -0.9170 -0.6191 0.1 -0.5 -0.1
H -1.4745 0.6368 0.4870 0.2 -0.1 -0.1
F -5.6437 -4.9218 -2.6676 0.1 0.1 0.0
F -4.9207 -3.7717 -0.2645 0.1 0.0 0.0
F -2.1726 -4.6155 -1.7730 1.0 1.0 -0.8
H 2.5077 4.1240 2.5244 -0.2 -0.1 0.3
H -1.5933 -0.6248 2.3829 -0.1 -0.4 0.3
H 0.5037 0.4006 -1.5318 0.1 -0.2 0.1
O -0.0336 0.1409 3.3831 0.0 -0.6 0.1
C -0.7349 -3.1946 -0.6742 -0.9 0.0 -0.3
H 3.7451 -3.3929 -0.6195 0.2 -0.1 0.2
C 1.5471 -0.0540 0.5030 -0.7 0.5 0.6
H 1.8296 5.4597 1.5663 -0.3 0.2 0.2
H -1.4407 1.0504 -2.1919 0.0 -0.4 0.0
C 2.9194 -2.7338 -0.8504 -0.2 0.0 0.0
H 1.3051 3.9311 -0.1500 0.1 -0.1 0.1
H 2.2346 -3.3630 -1.4055 -0.2 0.0 -0.3
H 2.7693 -0.8724 -2.0181 -0.2 0.1 -0.3



Number 1: orbital gap 8.65 eV. Number 2: orbital gap 8.41 eV. Number 3: orbital gap 6.41 eV. Number 4: orbital gap 8.06 eV.